1.
This record from the OMol25 dataset describes 2 unconnected molecules or ions with the total composition C10H16O in a non-equilibrium geometry. The level of theory is ωB97M-V/def2-TZVPD.

Structure (XYZ):
```
27
Properties=species:S:1:pos:R:3:forces:R:3
C 0.6562 2.2790 -1.9552 -0.52 -0.70 1.66
C -0.5107 0.0677 -2.3384 -0.19 -1.24 0.57
C -0.4541 1.3137 -1.6730 1.96 -1.01 -0.82
C -1.3261 -0.9082 -1.8168 0.16 -0.83 0.91
C -2.2095 -0.7102 -0.6863 0.36 0.30 -1.52
C -1.3838 1.5248 -0.6255 -2.46 0.59 0.90
C -2.2832 0.5490 -0.1600 0.27 0.62 0.05
H 0.2107 -0.3102 -3.0570 -0.01 0.80 -0.20
H -1.2554 -1.9706 -2.0722 0.23 0.54 -0.63
H 1.5207 2.1745 -1.2585 -0.90 0.06 0.74
H 0.1978 3.2580 -1.7860 0.78 0.29 -0.69
H -2.8542 -1.5357 -0.4323 -0.15 0.06 0.35
H -1.5937 2.5377 -0.2650 0.57 -0.22 -0.07
H -3.0861 0.7730 0.5303 0.35 0.29 0.24
H 1.2571 2.0026 -2.7943 -0.51 0.47 -1.49
C 0.9420 -0.4397 1.3081 1.69 -1.77 3.41
C 1.2955 -1.8807 0.9318 -2.29 -0.14 -2.34
C 0.4193 -0.4996 2.7779 0.70 1.06 -0.11
O 2.2183 0.2182 1.4000 -0.72 1.29 -0.63
H 0.2453 0.1847 0.7629 0.19 -0.35 -0.82
H 0.3952 -2.4913 0.6927 0.22 0.30 0.52
H 1.2510 -0.8189 3.4178 -0.21 -0.29 -0.23
H 0.2652 0.5345 3.0938 -0.42 -0.05 0.11
H -0.4521 -1.1132 2.9827 -0.18 -0.03 -0.24
H 2.9167 -0.4328 1.3927 0.16 -0.25 0.00
H 1.8465 -2.4393 1.6789 0.25 0.37 0.17
H 1.7716 -1.8670 -0.0491 0.67 -0.14 0.13
```
Positions in Å, forces in eV/Å.

## Properties
2S+1: 2
DFT total energy in hartree: -465.5095
<S²>: 0.768
HOMO energy (spin up / spin down) in eV: -13.10 / -13.08
Kohn-Sham gap (spin up / spin down) in Eh: 0.319 / 0.177
Net charge: +1

The computed natural (NBO) charges, all in e, follow:
1 C -0.694
2 C -0.260
3 C 0.223
4 C -0.068
5 C -0.023
6 C -0.058
7 C -0.244
8 H 0.260
9 H 0.246
10 H 0.310
11 H 0.267
12 H 0.247
13 H 0.252
14 H 0.262
15 H 0.270
16 C 0.091
17 C -0.654
18 C -0.636
19 O -0.731
20 H 0.157
21 H 0.208
22 H 0.224
23 H 0.214
24 H 0.209
25 H 0.477
26 H 0.239
27 H 0.211



2.
This record from the OMol25 dataset describes C6H10 in the gas phase in a non-equilibrium geometry. The level of theory is ωB97M-V/def2-TZVPD.

Structure (XYZ):
```
16
Properties=species:S:1:pos:R:3:forces:R:3
C 2.0158 0.1034 -0.0932 0.04 0.12 -0.64
C 0.7177 0.1169 -1.0185 0.54 -0.02 0.53
C -0.3848 -0.0540 -0.0727 -0.33 0.14 -0.40
C -0.9547 0.9373 0.8476 -0.14 0.22 0.48
C -1.8394 0.0547 0.0061 -0.59 0.01 0.25
C -1.1486 -1.2514 0.3032 -0.16 -0.38 0.30
H 2.2050 1.1337 0.2369 0.06 -0.18 -0.29
H 2.8664 -0.2606 -0.6601 0.30 0.19 -0.07
H 2.0313 -0.4724 0.8648 -0.81 0.03 -0.97
H 0.5993 1.0936 -1.5245 0.37 -0.32 0.26
H 0.5943 -0.6467 -1.8155 0.76 0.18 0.56
H -0.7634 1.9648 0.5211 -0.43 -0.17 0.15
H -0.9370 0.7847 1.9237 0.14 0.00 0.12
H -2.7834 0.2582 -0.4769 0.46 0.10 -0.58
H -1.1547 -1.6286 1.3235 0.15 -0.05 0.09
H -1.1324 -2.0217 -0.4738 -0.35 0.14 0.23
```
Positions in Å, forces in eV/Å.

## Properties
DFT total energy in hartree: -234.5164
HOMO energy in eV: -8.93
Kohn-Sham gap in Eh: 0.371

The computed natural (NBO) charges, all in e, follow:
1 C -0.613
2 C -0.402
3 C -0.005
4 C -0.399
5 C -0.251
6 C -0.393
7 H 0.209
8 H 0.210
9 H 0.216
10 H 0.210
11 H 0.213
12 H 0.202
13 H 0.186
14 H 0.229
15 H 0.185
16 H 0.202



3.
This record from the OMol25 dataset describes 9 unconnected molecules or ions with the total composition CH20O9 in a non-equilibrium geometry. The level of theory is ωB97M-V/def2-TZVPD.

Structure (XYZ):
```
30
Properties=species:S:1:pos:R:3:forces:R:3
C -1.8036 1.8894 -1.4256 -2.07 -1.53 0.48
O -1.6494 1.0933 -0.2234 -0.99 -0.18 0.37
H -1.3985 2.8493 -1.2462 0.43 1.07 -0.08
H -1.3263 1.3753 -2.2552 0.28 0.10 0.02
H -2.9031 1.9361 -1.6739 1.09 0.24 0.17
H -2.5207 1.0181 0.2682 1.27 0.13 -1.10
O -2.0327 0.8172 2.9357 -0.23 1.62 -1.15
H -1.4836 0.1039 3.1989 0.75 -1.60 0.60
H -1.3969 1.2575 2.3362 -0.57 0.03 0.31
O -4.3824 1.7809 0.7809 1.00 0.30 0.04
H -4.0719 1.2939 1.5713 -0.10 0.53 -0.23
H -3.7708 2.5457 0.6605 -0.79 -0.79 0.48
O 1.3967 -3.1576 -0.1656 -0.33 -0.10 -0.24
H 1.6906 -3.4676 -1.0281 -0.12 -0.29 -0.04
H 2.0064 -2.4191 -0.0071 0.08 0.13 0.17
O 3.0238 -0.3966 -2.6361 -0.05 1.21 0.21
H 3.5985 0.3755 -2.4455 -0.32 -0.62 -0.34
H 2.1275 -0.0233 -2.4950 0.21 -0.54 -0.15
O 1.1578 0.7744 0.8200 0.31 -0.27 -0.27
H 1.8484 0.3418 0.2796 -0.52 0.20 0.26
H 0.2996 0.5416 0.4214 0.31 0.27 -0.24
O 0.1956 -1.0511 2.5402 0.80 0.62 -0.83
H 0.8574 -0.6370 1.9064 -1.06 -0.14 1.00
H 0.5924 -1.8774 2.7968 0.05 -0.53 0.19
O 3.1751 -1.1813 -0.1501 1.42 -0.73 1.09
H 3.9353 -1.6648 0.2822 -1.16 0.94 -0.91
H 3.3008 -1.1524 -1.1251 0.11 0.04 0.13
O 0.0512 -0.8267 -1.5792 -0.52 1.04 -0.64
H 0.3253 -1.5764 -1.0637 -0.01 -0.91 0.62
H -0.8425 -0.5627 -1.2786 0.69 -0.25 0.07
```
Positions in Å, forces in eV/Å.

## Properties
DFT total energy in hartree: -727.2489
HOMO energy in eV: -11.00
Kohn-Sham gap in Eh: 0.407

The computed natural (NBO) charges, all in e, follow:
1 C -0.259
2 O -0.802
3 H 0.178
4 H 0.186
5 H 0.184
6 H 0.506
7 O -0.968
8 H 0.496
9 H 0.471
10 O -0.952
11 H 0.498
12 H 0.472
13 O -0.973
14 H 0.464
15 H 0.484
16 O -0.947
17 H 0.480
18 H 0.507
19 O -0.977
20 H 0.492
21 H 0.502
22 O -0.997
23 H 0.497
24 H 0.470
25 O -1.005
26 H 0.495
27 H 0.511
28 O -1.004
29 H 0.494
30 H 0.497